Record 1
The following is a DFT calculation (ωB97M-V with the def2-TZVPD basis set) of an isolated molecule of C20H27N3O5S.

HOMO-LUMO gap	8.148	eV
HOMO energy	-7.87	eV
total charge	0
LUMO energy	0.28	eV
structure (SMILES)	COCCCNC(=S)N(CCCO)Cc1cc2cc3c(cc2[nH]c1=O)OCCO3

XYZ file:
```
56
C20H27N3O5S (ωB97M-V with the def2-TZVPD basis set)
H -2.9333 -6.5524 1.4102
H 1.7499 3.9317 -2.4607
H -0.0243 4.1928 2.1555
C 0.4045 -4.0672 1.0235
H -4.0282 -5.9774 2.7039
C -0.8134 -1.3540 -1.1973
N 0.5341 1.5571 -1.9137
O -0.7006 -5.5753 2.4570
O 2.7251 -1.0594 -1.6589
C 1.6253 -1.4444 -1.2856
C -0.7774 -4.5622 1.5458
H 2.4187 -2.9215 -0.1375
C 0.3817 -3.0139 0.1152
H -1.7994 -6.7859 3.6327
H 4.2018 4.2373 -2.7970
H 1.9104 2.2743 -0.5173
O 3.8569 4.1679 -0.8317
O 0.4655 2.3576 1.5363
C 0.3896 0.3062 -2.6376
C 3.8237 3.5086 -2.0762
S -2.0994 1.7294 -1.8808
H 1.0189 0.4408 1.2919
H -2.5058 3.9771 1.6699
C -3.0867 -5.7898 2.1863
C -2.0109 -4.0174 1.1352
C -0.5578 2.2594 -1.5399
H -0.8557 2.8811 3.0279
N -0.3690 3.4490 -0.9197
H 1.3353 -4.5099 1.3411
C 2.4152 3.0668 -2.4851
H -2.9813 -2.5454 -0.0453
H 3.6665 3.5320 -0.1336
H -1.7512 -0.9131 -1.5028
C -1.9063 -5.8116 3.1542
C -0.8447 -2.4368 -0.2701
C -1.4325 4.0990 -0.1897
H 1.2417 0.2017 -3.3127
H 2.4495 2.6966 -3.5106
H -2.0503 -5.0374 3.9199
H 0.5488 3.6258 -0.5405
O -3.2031 -4.5155 1.5935
H -2.3247 4.1041 -0.8206
H -1.1183 5.1288 -0.0042
C -2.0312 -2.9608 0.2492
N 1.5372 -2.5029 -0.4112
H -2.1878 2.4165 0.9112
C 0.1251 0.9926 1.5799
C 0.3493 -0.8676 -1.6907
H 4.4958 2.6400 -2.0728
H 2.5220 1.0776 -1.6611
H -0.6816 0.7433 0.8829
C -1.7573 3.3938 1.1333
C 1.8839 1.9590 -1.5671
H -0.1754 0.6950 2.5911
H -0.5383 0.3487 -3.2121
C -0.5308 3.2299 2.0366
```



Record 2
The following is a DFT calculation (ωB97M-V with the def2-TZVPD basis set) of a structure of composition C31H40AgGe2IN4O2.

spin multiplicity	2
HOMO-LUMO gap (spin up / spin down)	7.862 / 6.811	eV
HOMO energy (spin up / spin down)	-10.48 / -10.94	eV
total charge	+1
LUMO energy (spin up / spin down)	-2.62 / -4.13	eV

XYZ file:
```
81
C31H40AgGe2IN4O2 (ωB97M-V with the def2-TZVPD basis set)
C -1.5941 -2.5883 -1.1772
C 3.6596 3.2851 -0.2953
C 3.6769 2.0167 -0.8434
C 3.2418 -4.1070 -2.6886
N 2.5299 -1.2489 -0.3741
Ge -1.0727 0.8859 -0.3959
H -1.3471 -3.5303 5.2467
N -1.5468 -3.3605 4.2610
C 2.6200 1.1553 -0.5351
H 0.3043 -0.0195 -3.8385
H -2.8007 0.6675 -3.5123
H -0.1902 -0.3662 2.2594
H -1.2426 1.7435 2.5292
H -3.2880 5.3839 -1.0222
H -3.7083 -0.6033 -0.0832
N 0.4075 -0.9921 2.7945
H -3.8509 -0.2328 -2.4158
H -3.1604 -1.0364 -3.8323
C 0.6058 3.5152 1.6638
H 1.2639 -5.5938 -0.3623
N 2.6903 3.7299 0.4954
H -3.0462 3.1439 -0.0349
H -5.3512 -0.8714 1.7148
O 4.2884 1.3963 -3.0544
C 2.6486 -0.2125 -1.0959
O 0.4988 0.8414 0.5670
C -0.3286 3.1364 -2.0645
H -0.2881 -0.3372 4.6926
H 0.5106 2.5181 -2.3703
C -1.2526 2.6691 -1.1296
H -4.9714 0.1847 3.9202
C -4.2299 0.2810 3.1367
Ge -1.3531 -0.8613 -2.0829
H -1.9399 -1.7840 2.9322
H 2.4525 -6.0919 -2.4770
C -0.1917 -1.2552 4.1086
C -2.4560 4.7555 -1.3128
C 1.5762 1.6282 0.2568
H 0.2724 4.7651 -3.3199
C -2.9651 -0.3047 -3.0466
C 0.0938 -0.9885 -3.3855
C -1.5221 5.2158 -2.2309
H 1.2762 -0.4730 2.8980
C -2.3404 0.5864 1.0800
I 1.0812 -4.8854 2.8722
H -0.3983 3.2599 1.3360
C -3.5070 -0.1547 0.8830
H 5.2557 0.6604 -1.3646
H -2.0274 -2.4702 -0.1828
C -0.4577 4.4072 -2.6058
C -4.4438 -0.3102 1.8991
C 1.8172 -4.8174 -0.8738
H -2.9041 1.4928 4.3156
H -1.6241 6.2056 -2.6561
H 3.9136 -2.0690 -2.6481
H 0.7361 3.1639 2.6918
C -3.0698 1.0123 3.3583
C 1.6585 2.9374 0.7648
C -2.3188 3.4893 -0.7621
C 4.8064 1.5885 -1.7363
H 0.4693 -1.9261 4.6625
Ag 1.0540 -2.6162 1.3403
H -0.2159 -1.6745 -4.1758
C 3.3048 -2.8245 -2.1656
H 4.4700 3.9769 -0.5008
C 1.8897 -3.5384 -0.3639
C -1.5740 -1.8917 3.9542
H -2.2500 -3.2360 -1.7606
H 5.0245 1.2694 -3.6615
H 2.8359 -0.2756 -2.1686
H -0.7809 -3.8645 3.7232
H 3.7926 -4.3423 -3.5897
H -2.3080 -1.4405 4.6144
C 2.4929 -5.0943 -2.0592
C 2.5984 -2.5299 -0.9999
H 1.0045 -1.3839 -2.9408
H -2.4361 -3.8072 4.0405
H 5.5787 2.3606 -1.7306
H -0.6219 -3.0728 -1.0873
C -2.1341 1.1574 2.3416
H 0.7087 4.5976 1.6613
```



Record 3
The following is a DFT calculation (ωB97M-V with the def2-TZVPD basis set) of an isolated molecule of C3H4S2.

HOMO-LUMO gap	9.878	eV
HOMO energy	-9.42	eV
total charge	0
LUMO energy	0.46	eV
structure (SMILES)	C#CC(S)S

XYZ file:
```
9
C3H4S2 (ωB97M-V with the def2-TZVPD basis set)
C -1.8311 0.7861 0.1595
H 0.0034 -1.2551 -1.9671
H -2.7173 1.3483 0.1720
H 0.3418 -1.4925 0.8134
H 1.8465 1.4500 0.4490
S 1.6082 0.5427 1.4005
C -0.8231 0.1360 0.1584
S 1.1692 -0.9290 -1.3983
C 0.4024 -0.5865 0.2126
```



Record 4
The following is a DFT calculation (ωB97M-V with the def2-TZVPD basis set) of an isolated molecule of C3H6ClN.

HOMO-LUMO gap	10.730	eV
HOMO energy	-9.78	eV
total charge	0
LUMO energy	0.95	eV
structure (SMILES)	NC1(Cl)CC1

XYZ file:
```
11
C3H6ClN (ωB97M-V with the def2-TZVPD basis set)
Cl -2.4042 -0.1427 0.1325
H -0.3556 1.9900 0.7957
C -0.5976 0.0943 -0.0805
N -0.3185 1.6555 -0.1749
H 0.0951 -1.6565 -1.3462
C 0.4210 -0.6947 0.7259
C 0.3294 -0.7251 -0.8125
H 0.6000 1.5559 -0.4396
H 1.2333 -0.3928 1.3839
H 1.0589 -0.0723 -1.2893
H -0.0619 -1.6116 1.1050
```



In the order shown, the computed relative energy (zero: lowest compared OMol25 entry of this formula, charge and spin) values come out to 300.0, 0.0, 189.8, 100.3 kJ/mol.
In the order shown, the computed F_max values come out to 0.95, 0.27, 2.54, 4.50 eV/Å.